Record 1
Formula: C34H29ClN4O4Re
Source: OMol25
Level of theory: wB97M-V/def2-TZVPD

XYZ file:
```
73
Properties=species:S:1:pos:R:3:forces:R:3
Re 0.867740 -0.074839 0.095322 -1.54 0.49 0.69
C 1.920168 -3.763291 2.361444 -0.35 -0.18 0.04
O 3.089287 -2.961251 2.019084 0.44 0.17 -0.07
C 2.668171 -1.929625 1.355807 -0.71 -0.23 0.20
N 1.383199 -1.785573 1.190852 0.51 -0.17 -0.18
C 0.712282 -2.944093 1.837190 -0.21 -0.25 0.14
C -0.169794 -3.765003 0.928780 0.01 0.14 -0.07
C 0.287975 -4.196739 -0.312609 0.03 -0.03 -0.03
C -0.476185 -5.070073 -1.071753 0.00 0.05 -0.08
C -1.703697 -5.513744 -0.596081 -0.03 0.01 0.03
C -2.169002 -5.073340 0.635248 -0.06 -0.04 -0.06
C -1.405548 -4.199512 1.395969 0.03 0.09 0.05
C 3.583798 -0.939947 0.782359 0.26 0.16 0.03
C 4.966937 -0.961163 0.781779 -0.06 0.00 0.04
C 5.633975 0.057501 0.108707 0.01 0.01 0.01
C 4.917063 1.044221 -0.562274 -0.10 0.07 0.06
C 3.535884 0.994722 -0.506168 0.22 -0.06 0.06
N 2.896765 0.032336 0.171393 1.27 -0.10 -0.26
C 2.578624 1.806106 -1.268910 -0.66 0.20 -0.23
N 1.309653 1.519796 -1.220943 0.19 0.00 0.29
C 0.673258 2.173686 -2.394130 -0.14 0.07 -0.36
C 1.774400 3.170145 -2.822637 -0.42 0.11 -0.11
O 2.966485 2.708240 -2.118500 0.45 -0.18 0.06
C -0.686264 2.814107 -2.232621 0.06 -0.02 0.11
C -1.141908 3.602005 -3.289770 0.08 -0.06 0.05
C -2.393538 4.189759 -3.231867 -0.01 0.03 -0.08
C -3.209360 3.986068 -2.127014 -0.01 -0.02 0.02
C -2.766819 3.188920 -1.084154 -0.06 0.02 0.04
C -1.507036 2.606925 -1.135206 0.08 0.00 -0.05
H 1.915188 -3.917948 3.436234 0.07 0.10 0.02
H 2.018422 -4.720503 1.854043 0.07 0.05 -0.02
H 0.110395 -2.557695 2.656315 0.06 0.02 0.00
H 1.254078 -3.876175 -0.688722 0.01 0.03 -0.01
H -0.108334 -5.415332 -2.029604 0.00 0.01 0.02
H -2.289500 -6.214085 -1.177050 0.00 0.03 0.00
H -3.122817 -5.420862 1.010344 0.02 0.00 0.01
H -1.765561 -3.873557 2.365371 0.00 0.02 -0.01
H 5.501714 -1.756383 1.282941 -0.01 0.00 0.00
H 6.715460 0.072603 0.088552 -0.01 -0.01 0.00
H 5.413648 1.824063 -1.123203 -0.01 0.00 0.00
H 0.569035 1.380464 -3.143688 0.13 -0.02 0.05
H 1.551420 4.188119 -2.506352 0.12 -0.03 0.11
H 1.999412 3.153657 -3.884145 0.03 -0.02 0.02
H -0.519805 3.747154 -4.166617 -0.04 0.05 -0.02
H -2.734958 4.802972 -4.055142 0.00 0.00 0.01
H -4.186571 4.447463 -2.082997 0.00 -0.01 0.00
H -3.397103 3.014649 -0.221936 0.01 0.01 0.02
H -1.180992 1.993378 -0.310260 0.01 0.03 0.13
O 0.276750 -1.176974 -2.041567 0.25 0.12 0.28
C -0.885905 -1.134615 -1.600135 -0.08 -0.01 0.20
C -2.169190 -1.637988 -2.181915 0.01 -0.02 -0.08
C -3.158252 -1.460322 -1.024973 0.08 -0.07 -0.04
C -2.423874 -0.610134 -0.003793 -0.42 0.30 0.22
O -2.873658 -0.059290 0.958993 0.11 -0.12 -0.07
N -1.071097 -0.542368 -0.391769 0.36 -0.12 -0.03
H -2.051445 -2.663686 -2.523116 0.03 -0.06 -0.01
H -2.424277 -1.032614 -3.054403 0.03 0.02 0.00
H -3.379540 -2.416242 -0.548310 -0.05 -0.02 0.03
H -4.103253 -0.997060 -1.297147 0.02 0.04 0.01
Cl -0.926601 -0.422582 3.623533 -0.01 -0.50 0.14
C -1.126154 1.219621 3.161187 0.14 0.73 -0.32
C -2.228517 1.913315 3.630623 -0.07 -0.15 0.01
C -2.395206 3.243632 3.292047 0.11 0.12 -0.11
C -1.446096 3.886064 2.502949 -0.22 0.06 0.06
C -0.343428 3.191975 2.052978 0.12 -0.18 -0.08
C -0.154502 1.838755 2.360150 -0.45 0.11 0.30
C 1.083524 1.144600 1.960027 0.17 -0.77 -1.12
H -2.951311 1.409365 4.257216 0.01 -0.02 -0.02
H -3.257240 3.788929 3.651533 0.00 -0.03 0.03
H -1.569876 4.932375 2.257302 0.03 -0.01 -0.01
H 0.411745 3.706248 1.468200 -0.01 -0.02 -0.02
H 1.402007 0.429337 2.718328 0.09 0.03 0.00
H 1.885749 1.861334 1.778684 0.00 0.02 -0.03
```
Forces are in eV/Å.

Orbital gap (alpha / beta) = 6.189 / 5.398 eV
⟨S²⟩ = 3.789
Charge = +2
Multiplicity = 4

Record 2
Formula: C3H9IN2S
Source: OMol25
Level of theory: wB97M-V/def2-TZVPD

XYZ file:
```
16
Properties=species:S:1:pos:R:3:forces:R:3
C 1.212756 1.649090 0.035453 -3.06 2.89 -0.59
C -1.860719 -2.113144 -0.637657 -1.57 1.88 1.19
C 2.221014 0.703222 0.164133 3.51 -3.02 -0.19
N -0.856100 -0.349855 -1.910285 -0.33 1.03 -2.05
N -1.055890 -0.828794 -0.824619 -0.22 -2.30 1.49
S 2.871129 0.163783 1.562881 -0.31 0.25 -0.59
I -0.940645 1.155775 3.360181 0.02 0.03 0.05
H 0.230690 1.111183 -0.248026 1.43 1.17 0.03
H 1.490058 2.559203 -0.585385 -0.48 -1.50 -0.23
H 1.091238 2.140500 0.980397 -0.57 -0.02 0.79
H -2.420923 -2.047016 0.361384 0.87 0.15 -1.45
H -2.589407 -2.243365 -1.425692 -0.28 0.12 -0.45
H -1.294309 -3.007679 -0.583218 1.23 -0.45 -0.01
H 2.644102 0.262020 -0.778978 -0.50 0.34 0.78
H -1.353046 -0.740128 -2.781936 0.29 -0.46 1.25
H 0.610050 1.585206 3.311367 -0.04 -0.10 -0.02
```
Forces are in eV/Å.

Orbital gap = 8.628 eV
SMILES = [H]/N=N\C.CC=S.I

Record 3
Formula: C40H63N8O4PRe
Source: OMol25
Level of theory: wB97M-V/def2-TZVPD

XYZ file:
```
117
Properties=species:S:1:pos:R:3:forces:R:3
Re 0.627100 0.238961 0.380645 0.14 0.39 0.37
O 1.152347 4.386644 -1.378232 0.00 0.01 0.03
C 1.344818 5.037962 -0.199290 0.01 0.02 -0.06
C 1.309487 6.430057 -0.153317 0.03 -0.04 0.06
C 1.543901 7.102224 1.030727 -0.01 -0.01 -0.03
C 1.825453 6.396125 2.195199 0.01 -0.02 0.00
C 1.858044 5.019479 2.153457 0.00 0.01 0.03
C 1.609583 4.313765 0.969642 -0.04 -0.03 0.09
C 1.594129 2.843944 1.027903 0.13 0.10 0.12
O 1.022720 2.179477 0.073156 -0.11 -0.10 -0.22
N 2.145648 2.239625 2.047740 0.06 -0.08 0.07
N 2.115601 0.861909 1.872582 0.03 -0.12 0.04
C 2.780952 0.197732 2.751969 -0.05 0.05 -0.20
C 3.078793 -1.228220 2.619246 0.03 0.12 0.06
C 3.733071 -1.900749 3.646101 -0.05 -0.04 -0.11
C 4.078815 -3.229037 3.443442 -0.03 0.02 -0.05
C 3.762040 -3.820814 2.231265 0.02 0.02 0.04
C 3.102304 -3.062514 1.270314 -0.01 -0.04 0.03
N 2.770057 -1.792755 1.449924 -0.09 -0.03 -0.01
H 1.041517 5.048072 -2.071159 -0.01 -0.02 -0.02
H 1.108541 6.983716 -1.062738 -0.01 0.01 -0.03
H 1.512713 8.183160 1.043812 0.00 0.01 -0.01
H 2.018196 6.918517 3.120595 0.00 0.01 0.02
H 2.070691 4.451696 3.048219 0.00 -0.01 0.01
H 3.218490 0.753218 3.575213 0.00 0.06 0.00
H 3.971413 -1.393722 4.570218 0.00 0.03 0.04
H 4.592190 -3.785950 4.214345 0.01 -0.02 0.01
H 4.025338 -4.848091 2.024994 0.00 -0.03 0.00
H 2.831245 -3.497503 0.314926 0.00 -0.03 -0.05
C 3.461066 0.694590 -4.349155 0.00 0.06 -0.02
N 2.556733 0.216764 -3.311305 0.12 -0.05 0.00
C 1.200912 -0.048818 -3.758789 -0.08 0.00 0.04
C 2.907938 0.121645 -2.024451 0.13 0.13 -0.07
O 2.011098 -0.046362 -1.145501 0.29 -0.20 0.04
N 4.234290 0.227711 -1.706781 -0.52 -0.18 -0.06
C 4.608873 0.656188 -0.372579 0.02 0.00 0.06
C 5.199726 -0.665270 -2.341932 0.07 0.06 -0.06
H 2.913861 1.395038 -4.978539 0.02 0.01 -0.01
H 3.816779 -0.125218 -4.973694 0.02 0.01 -0.05
H 4.306259 1.205986 -3.898668 -0.02 0.01 -0.05
H 1.193856 -0.880721 -4.464352 -0.02 -0.02 -0.01
H 0.810260 0.836232 -4.261368 -0.04 -0.01 0.01
H 0.563140 -0.278129 -2.910940 0.04 0.05 -0.10
H 3.838791 1.297992 0.038049 -0.03 0.07 0.05
H 5.531774 1.232507 -0.443399 0.00 -0.04 0.01
H 4.772107 -0.195609 0.291381 -0.03 -0.02 0.06
H 4.809598 -1.056777 -3.274281 0.02 -0.07 0.01
H 5.416740 -1.503991 -1.674248 0.01 0.01 0.00
H 6.128129 -0.134050 -2.549363 0.01 0.01 0.01
C -3.880614 0.587391 -0.888201 0.04 0.09 -0.04
C -3.840623 0.147652 0.583259 0.01 0.05 -0.06
C -3.524630 -1.353761 0.577148 0.05 -0.05 0.09
C -5.231975 0.336206 1.194095 -0.04 0.08 0.08
P -2.496666 1.129124 1.456209 0.12 0.01 -0.18
N -1.066361 0.523358 0.951148 -0.34 -0.01 0.02
C -2.511736 0.862721 3.308341 -0.04 -0.01 0.00
C -2.739733 -0.627364 3.600919 0.01 -0.03 -0.09
C -1.158447 1.247121 3.928922 0.06 0.03 -0.03
C -3.626765 1.654315 4.000788 -0.05 0.04 0.03
C -2.600547 2.948526 1.019542 -0.02 0.03 0.01
C -1.985795 3.209525 -0.366972 0.03 -0.08 0.02
C -4.029558 3.501527 1.041621 -0.04 0.00 0.02
C -1.752200 3.745158 2.020541 0.03 0.01 0.05
H -4.534604 -0.102236 -1.421646 -0.02 0.00 -0.02
H -2.897644 0.539383 -1.359039 0.03 -0.02 -0.01
H -4.287442 1.587028 -1.016602 0.04 -0.01 -0.02
H -4.098469 -1.816170 -0.225650 -0.02 -0.04 0.00
H -3.799588 -1.846265 1.504442 0.02 -0.01 0.05
H -2.477378 -1.542054 0.377195 0.15 -0.04 -0.06
H -5.940646 -0.205058 0.565634 -0.03 -0.01 -0.02
H -5.557362 1.373552 1.232975 0.01 -0.02 -0.01
H -5.302249 -0.092083 2.192066 -0.02 0.01 0.02
H -2.053972 -1.269381 3.047539 0.00 0.00 0.00
H -3.759582 -0.938034 3.390239 -0.01 -0.02 -0.03
H -2.568025 -0.786240 4.665440 0.00 -0.02 0.04
H -0.312631 0.856682 3.362096 -0.01 -0.03 0.01
H -1.118961 0.811685 4.927841 0.00 0.01 0.04
H -1.030780 2.319583 4.038269 0.01 0.00 -0.03
H -4.615273 1.421227 3.610702 -0.02 -0.01 -0.01
H -3.478582 2.729916 3.950901 -0.03 -0.03 0.01
H -3.620599 1.376612 5.055822 -0.01 0.00 0.04
H -2.573496 2.805609 -1.183816 -0.04 -0.06 -0.04
H -0.963049 2.846517 -0.439792 -0.10 0.03 -0.02
H -1.951595 4.292381 -0.498501 -0.03 0.04 -0.01
H -4.631773 3.131221 0.214631 -0.01 0.01 0.04
H -3.963901 4.585051 0.931418 -0.01 0.03 -0.01
H -4.555132 3.303591 1.973821 -0.01 0.00 0.04
H -0.753308 3.330400 2.137308 0.06 0.00 -0.01
H -2.215785 3.827398 3.000886 0.04 0.01 -0.04
H -1.638391 4.757138 1.630021 0.01 0.03 0.00
C 1.579220 -4.423339 -3.608524 0.01 -0.03 0.01
C 0.509112 -5.220052 -2.879661 0.03 -0.07 0.05
N -0.841666 -4.751185 -3.151240 0.01 0.02 -0.06
C -1.447843 -5.064885 -4.451697 -0.02 -0.11 0.02
C -1.469982 -3.881125 -5.405332 -0.02 0.00 0.02
C -1.570947 -4.026326 -2.289939 -0.01 0.15 0.05
O -2.712380 -3.649472 -2.497632 -0.07 0.04 -0.03
C -0.954819 -3.607230 -0.974731 0.04 0.01 0.08
C -1.187535 -4.326377 0.191259 0.07 0.03 -0.10
C -0.772685 -3.798295 1.401452 0.04 0.13 0.03
C -0.176041 -2.551954 1.419574 -0.08 -0.01 -0.07
N 0.042192 -1.847082 0.300316 0.07 -0.22 -0.02
C -0.325410 -2.376266 -0.874928 -0.03 -0.13 0.04
H 2.568335 -4.804545 -3.359728 0.05 -0.02 0.01
H 1.529390 -3.370566 -3.327436 0.02 0.10 0.04
H 1.459716 -4.490489 -4.688101 -0.01 -0.01 -0.05
H 0.679629 -5.186110 -1.802959 0.01 0.00 -0.04
H 0.558012 -6.272037 -3.169144 0.02 0.02 0.02
H -2.463122 -5.419561 -4.268321 0.04 0.03 -0.03
H -0.874196 -5.892127 -4.871779 -0.03 0.01 0.00
H -2.062952 -3.067384 -4.991514 -0.02 0.01 0.01
H -1.919923 -4.181067 -6.350247 -0.02 0.01 -0.03
H -0.464089 -3.517682 -5.614230 0.04 0.00 -0.01
H -1.696486 -5.280047 0.148619 -0.03 -0.03 0.00
H -0.934520 -4.326493 2.329314 0.00 -0.01 0.03
H 0.113724 -2.082858 2.349034 0.06 0.01 0.03
H -0.145990 -1.771034 -1.754964 -0.03 -0.07 0.03
```
Forces are in eV/Å.

Orbital gap (alpha / beta) = 7.033 / 6.825 eV
⟨S²⟩ = 3.780
Charge = +2
Multiplicity = 4

Record 4
Formula: C5H10O
Source: OMol25
Level of theory: wB97M-V/def2-TZVPD

XYZ file:
```
16
Properties=species:S:1:pos:R:3:forces:R:3
O 2.542555 0.194439 0.606595 0.37 -1.02 0.37
C 1.835521 -0.779434 0.737457 1.14 -0.25 0.51
C -0.106188 -0.031347 -0.432653 -1.25 1.01 -0.82
C -1.072938 -1.049469 0.121963 -0.09 -0.26 0.24
C -1.638620 0.142396 -0.528648 -0.35 -0.30 -0.47
C 0.280389 1.362788 0.000261 0.54 0.39 0.27
H 1.349594 1.455952 0.136748 -0.17 0.55 -0.02
H 1.883056 -1.623767 0.034313 -0.09 -0.01 -0.11
H 1.213572 -0.951275 1.632758 0.05 0.14 -0.03
H 0.397225 -0.370232 -1.342059 -0.40 0.28 0.07
H -1.196463 -1.181203 1.190956 -0.08 0.06 -0.02
H -1.140054 -1.963991 -0.461075 0.31 -0.01 0.24
H -1.974018 0.192575 -1.548183 -0.64 -0.56 -0.10
H -2.088634 0.887921 0.136034 0.42 -0.18 -0.44
H -0.231376 1.654822 0.921345 0.11 0.04 -0.06
H -0.050733 2.015926 -0.816964 0.12 0.13 0.37
```
Forces are in eV/Å.

Orbital gap = 10.339 eV
SMILES = CC1CC1.C=O